348
Properties=species:S:1:pos:R:3:forces:R:3:lowdin_charge:R:1 method="wB97M-V/def2-TZVPD" total_energy_ev=-157815.1694 total_charge=0 e_homo_ev=-8.548 gap_ha=0.3275 multiplicity=1 e_above_lowest_kj_mol=389.8 lumo_energy_ha=0.013
C -6.091 -1.512 -2.422 1.63 -0.04 -0.60 -0.016
C -5.089 -0.380 -2.050 -0.28 0.82 -0.59 -0.411
C -5.424 0.221 -0.713 -0.16 1.75 0.04 -0.202
O -6.760 0.745 -0.696 0.06 0.12 0.17 -0.203
C -6.818 2.168 -0.695 0.74 -0.54 0.36 -0.090
N -3.691 -0.702 -2.033 -0.08 -0.29 2.72 0.072
H -5.809 -2.418 -1.857 -0.31 0.44 0.02 0.051
H -5.986 -1.772 -3.493 -0.07 0.17 0.38 0.075
H -7.107 -1.222 -2.234 -0.43 0.10 0.20 0.066
H -5.030 0.454 -2.752 -1.17 0.09 -0.50 0.128
H -4.657 0.980 -0.355 -0.86 -0.53 -0.72 0.135
H -5.386 -0.550 -0.005 -0.06 -1.35 1.30 0.083
H -6.166 2.538 -1.508 -0.45 0.30 0.32 0.089
H -6.471 2.535 0.287 0.17 0.12 -0.34 0.075
H -7.855 2.488 -0.779 0.02 -0.14 -0.40 0.086
H -3.495 -1.370 -1.273 0.18 -0.02 -1.12 0.077
H -3.357 -0.914 -2.931 0.76 -1.17 -1.11 0.027
C 8.111 4.976 -4.983 1.44 -0.74 -2.02 -0.061
C 7.237 3.888 -5.563 -1.48 -0.33 0.33 -0.408
C 7.789 3.289 -6.898 -1.06 0.75 0.88 -0.218
O 7.946 4.335 -7.830 0.46 -0.56 -1.87 -0.217
C 8.107 3.852 -9.215 -1.75 0.95 -0.37 -0.084
N 7.000 2.837 -4.505 0.60 0.22 -1.11 0.040
H 8.372 5.661 -5.819 -0.44 0.02 0.69 0.089
H 9.091 4.465 -4.809 -0.55 0.62 0.75 0.095
H 7.641 5.479 -4.154 0.23 0.10 0.41 0.064
H 6.208 4.316 -5.721 0.86 -0.37 -0.23 0.144
H 7.059 2.535 -7.267 0.49 0.16 0.13 0.123
H 8.753 2.858 -6.669 0.43 -0.60 -0.05 0.118
H 9.036 3.262 -9.451 -0.80 0.65 0.62 0.092
H 8.010 4.772 -9.912 0.56 -1.41 1.35 0.106
H 7.170 3.245 -9.468 1.34 0.40 0.32 0.085
H 6.372 2.157 -4.926 -0.12 -0.14 0.24 0.065
H 7.867 2.326 -4.317 -0.15 0.23 -0.06 0.087
C 0.890 3.878 -6.594 -0.42 0.00 1.66 -0.047
C 1.813 4.856 -7.204 0.08 1.81 -1.18 -0.427
C 2.129 4.582 -8.671 1.05 -0.66 -0.52 -0.191
O 2.276 3.192 -8.841 0.09 -0.95 -0.46 -0.211
C 3.476 2.572 -8.345 -3.06 -0.39 2.06 -0.072
N 1.366 6.243 -7.010 1.37 0.35 0.62 0.050
H 0.645 4.182 -5.570 -0.32 0.47 -0.19 0.086
H 1.302 2.918 -6.385 0.74 -0.83 -0.46 0.063
H 0.004 3.715 -7.158 -0.91 0.03 -0.54 0.072
H 2.741 4.864 -6.704 1.24 -0.49 0.84 0.099
H 3.107 5.009 -8.976 -0.41 0.51 0.31 0.128
H 1.390 4.932 -9.420 0.03 -0.20 0.70 0.136
H 3.175 1.502 -8.246 0.81 0.77 -0.24 0.107
H 3.768 2.940 -7.349 -0.38 -0.13 0.09 0.077
H 4.294 2.772 -8.929 1.97 0.13 -2.02 0.043
H 2.001 6.938 -7.436 -0.92 -0.62 -0.02 0.113
H 0.403 6.382 -7.185 -0.90 0.43 -0.58 0.073
C -2.401 -0.658 1.177 0.40 -0.55 -0.95 -0.034
C -0.979 -0.907 0.711 0.43 0.23 0.18 -0.388
C -0.111 0.221 1.251 1.16 -0.26 0.05 -0.161
O 1.186 -0.038 0.689 0.13 -0.42 -0.26 -0.229
C 2.190 0.784 1.234 -1.02 1.39 -2.84 -0.089
N -0.404 -2.228 1.085 -0.16 -0.40 -0.14 0.078
H -3.046 -1.415 0.732 -0.27 -0.30 0.64 0.065
H -2.739 0.282 0.766 0.06 0.35 0.07 0.050
H -2.405 -0.602 2.251 -0.43 -0.33 0.56 0.068
H -0.913 -0.874 -0.381 -0.19 0.10 0.20 0.095
H -0.058 0.092 2.361 -0.01 0.48 -0.56 0.125
H -0.374 1.263 0.938 -0.40 -0.86 0.37 0.124
H 1.776 1.807 1.192 0.56 0.26 -0.18 0.085
H 3.116 0.733 0.612 -0.69 -0.21 0.80 0.102
H 2.264 0.601 2.236 0.95 -0.81 2.77 0.035
H 0.589 -2.189 0.894 0.23 0.24 -0.40 0.076
H -0.371 -2.474 2.070 -0.56 0.65 0.39 0.061
C 3.290 -8.673 -0.324 -1.35 0.75 -1.81 -0.037
C 1.940 -7.980 0.215 1.58 -1.40 0.10 -0.411
C 1.325 -8.649 1.446 1.22 -1.63 0.35 -0.201
O 1.021 -10.051 1.145 0.19 1.26 1.36 -0.189
C 0.516 -10.711 2.322 -0.53 0.50 -0.30 -0.112
N 2.229 -6.614 0.555 0.53 0.71 0.50 0.033
H 4.054 -9.066 0.348 -0.53 0.23 0.40 0.069
H 3.748 -7.877 -0.959 0.04 -0.42 0.56 0.062
H 3.073 -9.446 -1.104 -0.08 0.29 1.00 0.076
H 1.172 -7.989 -0.565 0.21 -0.49 -0.28 0.118
H 0.471 -8.093 1.768 -1.17 0.21 -0.06 0.081
H 1.964 -8.598 2.370 0.15 -0.11 -0.99 0.135
H 0.337 -11.739 2.024 -0.60 -0.04 -0.19 0.079
H -0.405 -10.167 2.677 0.74 -0.81 -0.31 0.089
H 1.213 -10.838 3.166 0.32 0.70 -0.30 0.080
H 1.396 -6.059 0.446 0.04 0.53 -0.07 0.048
H 3.043 -6.210 0.087 -0.75 -0.26 0.11 0.075
C -7.652 -4.282 0.047 0.53 1.47 -1.69 -0.056
C -6.224 -4.774 0.153 0.21 -0.56 0.47 -0.424
C -5.595 -5.408 -1.091 -0.38 0.23 -0.06 -0.213
O -6.415 -6.493 -1.516 1.01 -0.04 -0.20 -0.176
C -5.949 -7.044 -2.742 0.01 0.90 -0.29 -0.112
N -5.364 -3.638 0.589 -1.15 -0.23 0.24 0.069
H -8.342 -5.098 0.114 -0.47 -0.27 0.20 0.068
H -7.811 -3.773 -0.944 -0.02 -0.23 0.86 0.088
H -7.762 -3.533 0.844 -0.52 -0.33 -0.18 0.063
H -6.396 -5.645 0.819 1.16 0.41 0.54 0.137
H -4.558 -5.750 -0.902 -0.32 -0.04 0.25 0.112
H -5.514 -4.654 -1.881 -0.14 0.11 -0.25 0.106
H -4.881 -7.397 -2.783 -0.87 0.43 0.43 0.098
H -6.145 -6.320 -3.552 0.56 0.13 0.12 0.087
H -6.613 -7.833 -2.999 -0.36 -1.06 0.12 0.068
H -4.405 -3.932 0.686 0.15 -0.09 0.54 0.043
H -5.739 -3.177 1.452 0.74 -0.92 -1.14 0.043
C -0.668 -1.744 -5.941 0.88 0.43 -2.65 -0.060
C -1.709 -0.811 -5.336 2.61 1.16 -0.22 -0.449
C -1.908 0.388 -6.308 -0.02 0.01 -0.39 -0.182
O -2.702 1.246 -5.493 -0.83 -0.22 -0.78 -0.237
C -3.212 2.365 -6.192 -0.09 -0.44 -0.75 -0.096
N -2.924 -1.364 -4.878 -2.23 -0.83 -0.58 0.044
H 0.169 -1.120 -6.360 -0.53 -0.20 0.87 0.083
H -0.954 -2.206 -6.912 -0.72 0.10 0.51 0.083
H -0.163 -2.550 -5.446 -0.23 -0.20 1.19 0.061
H -1.226 -0.370 -4.421 -0.24 -0.04 -0.97 0.108
H -2.349 0.153 -7.362 -0.02 0.00 1.88 0.156
H -0.956 0.891 -6.602 -0.27 -0.25 0.62 0.121
H -3.753 3.009 -5.508 -0.17 -0.12 0.18 0.075
H -3.885 2.093 -7.079 0.99 0.25 1.12 0.116
H -2.312 2.879 -6.494 -0.01 0.77 -0.78 0.067
H -3.679 -0.660 -4.988 0.68 -0.39 0.23 0.094
H -3.224 -2.136 -5.475 0.15 0.03 0.20 0.097
C -5.358 -10.669 2.604 -0.83 0.19 2.52 -0.080
C -4.144 -9.724 2.608 -1.06 0.54 -2.23 -0.400
C -3.429 -9.930 1.305 0.51 -0.87 -1.33 -0.228
O -2.211 -9.184 1.370 -0.42 -0.01 -1.11 -0.182
C -1.882 -8.586 0.137 2.56 -0.74 0.81 -0.120
N -4.596 -8.289 2.442 0.35 -0.93 0.62 0.060
H -5.211 -11.735 2.480 0.88 -0.16 -0.53 0.063
H -6.109 -10.353 1.897 -0.20 0.26 -0.16 0.069
H -5.814 -10.707 3.648 0.17 0.58 -1.18 0.089
H -3.480 -9.971 3.422 0.28 0.28 0.50 0.128
H -4.098 -9.582 0.471 0.54 0.11 0.74 0.138
H -3.217 -10.999 1.017 0.05 0.67 0.68 0.138
H -1.779 -9.205 -0.740 0.15 -1.15 -0.02 0.100
H -0.937 -8.048 0.253 0.12 -0.40 0.20 0.062
H -2.486 -7.839 -0.196 -2.74 2.22 -0.35 0.031
H -4.957 -7.959 3.314 -0.39 0.36 0.56 0.053
H -3.870 -7.606 2.153 -0.31 -0.98 0.28 0.038
C 2.207 -4.445 9.257 -0.39 -0.25 2.34 -0.076
C 1.866 -3.251 8.464 -1.76 2.02 0.01 -0.396
C 0.656 -3.547 7.557 -1.43 -0.37 -2.52 -0.168
O -0.594 -3.716 8.249 0.16 0.82 0.25 -0.234
C -1.161 -4.958 8.452 1.28 -3.04 1.23 -0.140
N 1.575 -2.088 9.375 1.76 -1.85 -0.79 0.075
H 3.024 -4.273 9.964 0.09 0.11 -0.32 0.085
H 2.417 -5.300 8.672 0.27 -0.90 -0.76 0.067
H 1.348 -4.700 9.920 0.34 0.07 -0.46 0.092
H 2.669 -2.948 7.793 0.18 0.04 0.04 0.137
H 0.728 -4.463 6.874 0.56 0.88 1.01 0.133
H 0.411 -2.719 6.801 0.77 -0.85 1.20 0.119
H -0.582 -5.844 8.058 0.10 1.09 -0.07 0.102
H -2.126 -5.146 8.029 -0.87 0.78 -0.45 0.065
H -1.222 -5.250 9.535 -0.07 0.74 -0.62 0.101
H 0.847 -2.188 10.035 -0.89 -0.21 0.31 0.061
H 1.684 -1.178 9.009 -0.16 0.67 -0.51 0.033
C -5.940 -1.431 3.306 -0.70 -0.54 -0.65 -0.056
C -7.248 -0.671 3.452 -0.79 -0.86 0.45 -0.427
C -7.007 0.829 3.553 -0.68 -0.72 -1.15 -0.246
O -6.271 1.140 4.670 0.58 -1.08 1.53 -0.191
C -6.329 2.423 5.219 0.42 0.83 -0.89 -0.097
N -8.195 -1.080 2.396 -0.36 -0.15 1.88 0.059
H -5.672 -1.327 2.241 0.11 -0.21 0.16 0.055
H -6.075 -2.532 3.545 0.45 1.42 -0.06 0.098
H -5.174 -0.890 3.846 0.33 -0.49 0.52 0.070
H -7.786 -0.958 4.367 0.47 0.00 0.11 0.142
H -8.000 1.246 3.442 -0.37 0.81 0.59 0.123
H -6.479 1.095 2.654 0.55 0.56 -0.79 0.112
H -5.556 2.541 6.013 -0.34 -0.29 -0.82 0.098
H -7.293 2.613 5.709 -0.04 0.18 -0.40 0.086
H -6.113 3.101 4.342 -0.36 0.14 1.26 0.099
H -7.947 -0.788 1.493 0.48 0.65 -1.48 0.039
H -9.136 -0.757 2.624 0.37 -0.11 -0.29 0.079
C 6.950 6.257 0.843 -1.21 0.38 -0.48 -0.055
C 6.751 7.329 -0.281 -1.58 -2.10 0.32 -0.373
C 8.096 7.619 -0.978 -1.54 1.38 1.44 -0.248
O 8.655 6.423 -1.360 0.14 -0.56 -0.69 -0.213
C 9.827 6.530 -2.148 -0.08 0.09 0.36 -0.099
N 5.667 6.761 -1.142 0.22 -0.04 -1.46 0.043
H 5.989 5.904 1.297 0.70 0.78 -0.34 0.064
H 7.620 6.616 1.603 0.34 0.08 0.44 0.068
H 7.351 5.384 0.379 0.58 -0.63 -0.23 0.057
H 6.222 8.163 0.187 0.85 0.58 -0.18 0.129
H 8.714 8.098 -0.200 0.22 0.23 -0.34 0.126
H 7.846 8.360 -1.769 0.66 -0.52 -0.14 0.131
H 10.038 5.473 -2.426 0.42 0.94 0.18 0.093
H 10.646 7.056 -1.553 -0.72 -0.83 -0.84 0.108
H 9.586 7.111 -3.057 0.37 -0.16 0.20 0.085
H 5.317 7.389 -1.895 0.56 -0.15 0.99 0.048
H 5.937 5.925 -1.695 0.01 0.52 0.88 0.053
C 5.144 -1.415 -4.785 0.70 -1.29 1.02 -0.073
C 3.684 -0.976 -4.776 -0.26 -1.47 -1.42 -0.439
C 2.888 -1.141 -3.460 2.41 -1.06 -0.47 -0.235
O 1.645 -0.571 -3.582 -0.93 -0.44 0.10 -0.174
C 0.772 -1.002 -2.544 0.15 -0.05 0.50 -0.073
N 3.634 0.385 -5.241 0.84 0.33 0.48 0.063
H 5.304 -2.488 -4.996 -0.48 0.33 -0.48 0.076
H 5.621 -1.415 -3.803 0.07 0.82 0.29 0.066
H 5.730 -0.825 -5.494 -0.21 -0.10 0.18 0.070
H 3.253 -1.601 -5.575 -0.46 0.13 0.34 0.137
H 3.513 -0.629 -2.706 -0.24 -0.01 0.31 0.130
H 2.885 -2.231 -3.191 -0.33 0.69 -0.07 0.141
H 0.666 -2.119 -2.486 0.44 0.83 0.01 0.097
H -0.195 -0.617 -2.786 -0.69 0.27 -0.15 0.048
H 1.043 -0.541 -1.570 0.10 -0.60 -0.41 0.092
H 3.641 0.848 -4.349 -0.11 1.42 0.00 0.044
H 2.759 0.568 -5.673 -0.93 0.32 -0.15 0.053
C 1.912 6.642 1.085 -0.06 0.32 0.10 -0.055
C 3.045 5.872 1.717 -1.24 -1.27 0.73 -0.408
C 3.591 6.543 2.956 0.65 -0.84 0.00 -0.048
O 2.501 4.598 2.288 0.52 0.29 -0.25 -0.110
H 1.208 7.006 1.822 -0.14 -0.11 0.54 0.080
H 1.325 6.059 0.388 0.13 -0.21 -0.49 0.073
H 2.273 7.543 0.609 0.25 0.11 -0.45 0.077
H 3.789 5.561 0.974 0.00 0.32 0.22 0.107
H 2.796 6.992 3.522 -0.59 -0.15 0.40 0.076
H 4.257 7.362 2.754 0.71 0.15 -0.26 0.071
H 4.069 5.724 3.545 -0.07 1.00 -0.21 0.092
H 1.614 4.410 1.982 -0.26 0.24 -0.39 0.036
C -2.765 2.883 -2.610 0.22 -0.03 0.43 -0.034
C -1.632 1.947 -2.286 1.51 -0.06 0.56 -0.494
C -0.360 2.730 -1.986 -0.52 -0.44 -0.26 -0.032
O -1.884 1.164 -1.122 -0.10 0.89 -0.46 -0.104
H -2.446 3.473 -3.496 -0.59 0.01 0.69 0.083
H -2.898 3.468 -1.656 -0.13 -0.08 -1.22 0.099
H -3.675 2.307 -2.816 0.01 0.28 -0.12 0.061
H -1.347 1.264 -3.087 -0.52 -0.01 -0.46 0.107
H 0.331 2.046 -1.536 0.74 -0.52 -0.03 0.065
H -0.580 3.424 -1.200 -0.08 0.96 0.26 0.071
H 0.060 3.182 -2.888 -0.09 0.19 0.30 0.072
H -2.625 0.606 -1.418 -0.39 -0.71 0.19 0.016
C 4.049 1.520 6.081 -0.25 1.01 -0.64 -0.040
C 3.876 2.577 4.957 1.83 -0.09 0.46 -0.501
C 4.641 2.224 3.674 1.00 0.18 0.12 -0.049
O 2.545 2.753 4.586 -1.03 0.44 -0.48 -0.078
H 4.105 0.524 5.679 -0.47 -0.63 -0.15 0.059
H 3.214 1.659 6.788 0.57 -0.30 -0.05 0.071
H 5.027 1.688 6.543 -0.33 0.12 0.22 0.083
H 4.299 3.498 5.451 -0.44 -0.31 -0.85 0.140
H 4.278 1.248 3.258 0.20 0.92 0.26 0.083
H 5.736 2.132 3.877 -0.74 -0.02 -0.15 0.089
H 4.522 3.065 2.945 0.00 -0.86 0.35 0.075
H 2.536 3.235 3.716 -0.07 -0.29 1.03 0.078
C -4.033 -2.007 7.334 2.14 -1.15 -1.43 -0.063
C -3.645 -1.752 8.768 0.03 0.69 -0.59 -0.482
C -4.117 -2.856 9.715 0.55 2.45 2.77 -0.059
O -2.234 -1.507 8.776 0.48 -0.91 0.33 -0.098
H -3.431 -1.412 6.598 -0.29 -0.40 0.93 0.072
H -5.005 -1.775 7.103 -2.66 0.55 -0.27 0.039
H -3.909 -3.077 7.025 0.12 0.61 0.39 0.088
H -4.153 -0.778 9.064 0.87 -1.05 -0.05 0.152
H -3.638 -2.622 10.766 -1.06 -0.55 -1.88 0.121
H -3.884 -3.841 9.473 0.97 -1.66 -0.83 0.028
H -5.201 -2.871 9.823 -0.10 0.39 0.06 0.073
H -1.703 -2.300 8.443 -1.07 1.07 0.63 0.078
C -2.980 9.430 -4.218 0.37 0.02 -0.64 -0.065
C -1.793 8.451 -4.245 -1.41 -0.92 1.03 -0.535
C -2.207 7.140 -4.913 0.76 -0.45 -1.08 -0.060
O -0.709 9.006 -4.904 -0.33 1.38 -0.76 -0.045
H -3.659 9.114 -3.397 0.12 0.22 -0.81 0.083
H -3.499 9.508 -5.241 0.66 0.02 1.60 0.105
H -2.497 10.372 -3.917 -0.64 0.08 -0.31 0.075
H -1.580 8.295 -3.181 0.37 -0.16 0.00 0.133
H -1.929 7.344 -5.953 -0.15 -0.27 -0.16 0.074
H -3.264 6.951 -4.940 -0.61 0.00 0.37 0.059
H -1.700 6.186 -4.656 -0.01 0.77 0.33 0.071
H 0.099 8.582 -4.648 0.89 -0.81 0.43 0.033
C 2.749 8.184 -2.542 1.23 0.38 0.59 -0.070
C 2.759 7.901 -4.064 0.72 0.46 1.97 -0.494
C 3.961 7.037 -4.477 0.41 1.30 -1.48 -0.050
O 1.506 7.305 -4.315 0.34 -0.47 -2.87 -0.116
H 3.644 8.764 -2.195 -0.55 0.01 -0.73 0.076
H 2.917 7.275 -1.925 -0.95 0.23 -0.44 0.065
H 1.870 8.814 -2.273 0.44 -0.86 -0.03 0.088
H 2.851 8.914 -4.489 -0.20 -0.32 -0.57 0.134
H 4.867 7.668 -4.541 -0.20 -0.01 0.75 0.084
H 3.951 6.784 -5.569 -0.62 -0.45 0.81 0.077
H 4.165 6.195 -3.831 -0.15 -0.31 -0.09 0.039
H 1.559 7.030 -5.321 -0.63 -0.01 2.04 0.085
C -1.397 -0.016 5.170 1.36 -0.75 0.41 -0.024
C -0.139 0.686 5.730 -0.09 -1.66 -0.12 -0.443
C 0.312 0.290 7.132 0.41 -0.39 0.63 -0.047
O 0.916 0.474 4.767 0.71 1.53 1.26 -0.096
H -1.561 0.298 4.131 -0.14 0.02 0.48 0.053
H -2.187 0.223 5.833 -1.19 0.57 0.30 0.052
H -1.350 -1.135 5.236 0.46 0.82 -0.27 0.088
H -0.308 1.703 5.910 -0.59 1.99 -0.96 0.113
H 1.291 0.790 7.413 -1.16 -0.26 -0.39 0.080
H 0.531 -0.765 7.076 0.04 -0.45 0.45 0.034
H -0.446 0.475 7.948 0.68 -0.20 -1.01 0.104
H 1.548 1.221 4.994 -0.54 -1.03 -1.04 0.071
C 4.118 3.111 -1.252 -1.63 0.73 -0.26 -0.037
C 4.314 3.271 -2.736 -1.66 -0.26 -1.34 -0.449
C 2.882 3.491 -3.413 1.96 1.72 -0.82 -0.024
O 5.155 4.387 -3.021 -2.11 0.72 0.54 -0.088
H 3.435 2.281 -0.960 0.33 0.61 -0.45 0.071
H 3.637 4.099 -1.017 0.60 -0.92 0.72 0.096
H 5.059 2.938 -0.788 0.78 0.23 0.73 0.072
H 4.810 2.412 -3.167 -0.02 -0.50 -0.16 0.099
H 2.888 3.684 -4.512 0.47 -1.12 0.41 0.069
H 2.576 4.510 -3.182 -0.25 0.13 0.95 0.068
H 2.113 2.811 -3.118 -0.19 -0.61 0.16 0.038
H 6.017 4.047 -3.138 1.75 -0.89 -0.55 0.019
C -3.510 -4.475 3.762 -1.22 0.89 -0.42 -0.062
C -2.441 -5.077 2.933 0.38 -0.56 -1.14 -0.446
C -1.740 -6.074 3.847 1.53 -0.62 -1.36 -0.052
O -3.021 -5.860 1.810 1.07 1.29 0.03 -0.105
H -3.972 -5.287 4.337 -0.46 0.39 -0.18 0.094
H -4.224 -3.821 3.214 0.18 -0.88 0.17 0.062
H -3.052 -3.793 4.450 0.41 0.28 0.71 0.068
H -1.767 -4.303 2.483 -0.48 -0.62 0.46 0.127
H -0.723 -6.328 3.383 -1.15 0.30 1.14 0.088
H -2.337 -6.982 3.709 0.11 -0.01 0.52 0.070
H -1.720 -5.755 4.907 0.35 -0.20 -0.64 0.082
H -2.389 -5.751 1.060 -0.44 -0.10 0.54 0.064
C -3.545 4.591 2.007 1.20 -0.93 -0.26 -0.035
C -2.419 3.521 1.976 -0.21 0.41 -1.73 -0.485
C -1.048 4.116 2.295 -0.28 0.81 -0.63 -0.046
O -2.661 2.550 2.962 1.65 0.93 1.02 -0.026
H -3.450 5.040 2.949 0.01 0.86 1.62 0.054
H -4.542 4.182 1.983 -0.29 -0.30 -0.47 0.063
H -3.380 5.375 1.290 -0.14 0.17 -0.63 0.074
H -2.375 3.071 0.943 -0.08 0.06 0.86 0.128
H -0.278 3.337 2.304 -0.23 -0.02 0.37 0.062
H -1.177 4.621 3.264 0.62 -0.18 -0.16 0.095
H -0.719 4.867 1.524 -0.55 -0.52 0.68 0.087
H -3.317 1.965 2.680 -1.70 -1.45 -0.71 0.047
C 1.676 -4.371 3.301 1.38 -1.03 -0.99 -0.074
C 2.144 -3.276 4.243 -1.07 0.16 -1.89 -0.455
C 3.577 -2.894 3.883 0.11 -1.35 0.19 -0.042
O 1.155 -2.215 4.066 0.24 -2.68 -0.57 -0.054
H 2.365 -5.299 3.393 -1.05 1.52 -0.37 0.114
H 1.687 -3.989 2.231 0.01 -0.61 1.18 0.088
H 0.684 -4.703 3.566 -0.40 0.00 -0.03 0.038
H 2.031 -3.746 5.206 0.38 0.47 0.89 0.096
H 4.244 -3.671 4.314 -0.26 0.44 -0.20 0.092
H 3.844 -1.968 4.316 0.40 1.13 0.47 0.045
H 3.799 -2.874 2.802 -0.49 0.10 0.36 0.088
H 1.442 -1.387 4.383 0.62 1.92 0.85 0.013
C -1.335 -5.933 -2.227 -0.14 -0.02 0.55 -0.035
C -0.850 -4.603 -1.543 -0.51 -1.65 -0.33 -0.441
C -1.824 -3.499 -1.941 0.55 -0.34 0.49 -0.056
O -0.824 -4.871 -0.127 0.16 1.22 0.16 -0.115
H -0.996 -6.863 -1.679 -0.36 1.19 -0.55 0.070
H -1.023 -6.030 -3.277 0.13 0.23 0.31 0.077
H -2.442 -5.868 -2.255 0.48 -0.50 0.18 0.061
H 0.164 -4.423 -1.920 0.02 0.34 0.27 0.120
H -1.597 -2.551 -1.473 -0.05 0.16 0.47 0.042
H -2.849 -3.820 -1.746 -0.01 0.19 0.17 0.075
H -1.723 -3.304 -2.986 -0.07 0.00 -0.96 0.064
H -0.668 -3.990 0.354 -0.34 -0.79 -0.72 0.061